Record 1
C31H33Ge2N2O3Pt as an isolated structure. Source: the Open Molecules 2025 dataset; level of theory: ωB97M-V/def2-TZVPD.

Highest occupied orbital energy: -4.5 eV
Total charge: -1
E_LUMO: 0.0937 hartree

Last column: Löwdin charge in e.
Cartesian coordinates (Å):
Pt  -0.2104  0.4566  0.1209  1.0280
C  -4.5859  1.0293  -0.6727  -0.0790
O  -4.7303  2.3549  -0.1809  -0.0889
C  -3.6695  3.2210  -0.2912  -0.2126
C  -4.0048  4.5413  -0.4908  -0.0245
C  -3.0249  5.5314  -0.5848  -0.1186
C  -1.7047  5.1663  -0.5053  -0.0809
C  -1.3234  3.8289  -0.2992  -0.1471
C  0.0847  3.5783  -0.1846  -0.0863
N  0.6814  2.4477  -0.0726  -0.1300
N  2.0420  2.4723  -0.0236  0.0480
C  2.5641  1.3596  0.4274  -0.5007
O  1.9189  0.3881  0.9494  -0.1361
C  4.0458  1.2571  0.3137  -0.1473
C  4.6279  -0.0071  0.3343  -0.0387
C  5.9965  -0.1558  0.1815  -0.0908
C  6.8030  0.9635  0.0318  -0.1089
C  6.2310  2.2291  0.0379  -0.0969
C  4.8602  2.3782  0.1753  -0.0356
C  -2.3071  2.8098  -0.1466  -0.2946
O  -2.0512  1.5880  0.1691  -0.2127
H  -5.5986  0.6268  -0.7206  0.0872
H  -3.9757  0.4095  -0.0190  0.0562
H  -4.1466  1.0234  -1.6752  0.0974
H  -5.0573  4.7853  -0.5642  0.1118
H  -3.3064  6.5648  -0.7389  0.0885
H  -0.9256  5.9137  -0.6048  0.0993
H  0.7218  4.4650  -0.1701  0.1201
H  3.9819  -0.8656  0.4644  0.1099
H  6.4387  -1.1445  0.1789  0.0966
H  7.8738  0.8531  -0.0899  0.0923
H  6.8587  3.1057  -0.0664  0.0943
H  4.4070  3.3591  0.1756  0.1029
C  2.0534  -0.8455  -2.5309  -0.2174
Ge  0.5787  -2.0551  -2.0102  0.7101
C  -0.8156  -1.9565  -3.4097  -0.2367
C  1.1856  -3.9461  -2.0021  -0.2095
C  -0.0967  -1.5792  -0.2420  -0.6680
H  2.3730  -1.0222  -3.5590  0.0090
H  2.9119  -0.9604  -1.8690  -0.0006
H  1.7003  0.1833  -2.4432  0.0067
H  -0.3620  -2.1082  -4.3904  0.0093
H  -1.3074  -0.9837  -3.3974  0.0135
H  -1.5717  -2.7274  -3.2588  -0.0057
H  1.4595  -4.2741  -3.0056  0.0088
H  0.3739  -4.5794  -1.6423  -0.0050
H  2.0425  -4.0908  -1.3434  0.0120
H  0.5673  -2.0019  0.5211  -0.0146
Ge  -1.8843  -2.2831  0.0275  0.8249
C  -2.7869  -1.6001  1.6344  -0.3240
C  -2.1133  -0.8560  2.5978  -0.1208
C  -2.7593  -0.4532  3.7583  -0.0878
C  -4.0934  -0.7729  3.9581  -0.1061
C  -4.7894  -1.4765  2.9850  -0.1033
C  -4.1338  -1.8936  1.8372  -0.1328
C  -1.7734  -4.2556  0.2351  -0.3125
C  -2.3647  -5.1355  -0.6681  -0.1362
C  -2.1763  -6.5069  -0.5627  -0.1084
C  -1.3920  -7.0222  0.4588  -0.1121
C  -0.7903  -6.1596  1.3661  -0.1009
C  -0.9805  -4.7914  1.2485  -0.1170
H  -2.8802  -2.0935  -1.1219  0.0011
H  -1.0730  -0.5946  2.4337  0.0731
H  -2.2257  0.1099  4.5140  0.0983
H  -4.5961  -0.4756  4.8703  0.0927
H  -5.8390  -1.7059  3.1240  0.0933
H  -4.6654  -2.4659  1.0829  0.0959
H  -2.9801  -4.7333  -1.4666  0.0873
H  -2.6349  -7.1764  -1.2811  0.0934
H  -1.2445  -8.0917  0.5463  0.0918
H  -0.1655  -6.5569  2.1574  0.0951
H  -0.4992  -4.1222  1.9554  0.1007


Record 2
An isolated ion of composition C8H7N2O2 and charge -1. Source: the Open Molecules 2025 dataset; level of theory: ωB97M-V/def2-TZVPD.

Highest occupied orbital energy (alpha / beta): -3.7 / -3.8 eV
Total charge: -1
E_LUMO (alpha / beta): 0.1096 / 0.1168 hartree
Relative energy (zero: lowest compared OMol25 entry of this formula, charge and spin): 87.7 kcal/mol

Last column: Löwdin charge in e.
Cartesian coordinates (Å):
C  -0.2397  0.1551  2.6868  -0.0538
C  0.3323  0.0092  1.3704  -0.2547
C  -0.8293  0.3384  0.5355  -0.3100
C  0.1144  -1.4231  -2.7373  -0.7800
C  1.6814  -0.1066  1.0648  0.0142
C  0.5018  0.9238  -1.5951  -0.0941
C  -0.7648  0.3365  -0.8900  -0.1537
C  0.3494  -0.5659  -1.4968  -0.0510
N  -1.8521  0.5719  1.2005  0.0789
N  -1.5770  0.4001  2.5334  -0.0247
O  0.4580  -2.5828  -2.7036  -0.0200
O  -0.4144  -0.6939  -3.5845  -0.0293
H  0.2096  0.0105  3.6432  0.0950
H  1.8078  -0.5232  -0.1129  0.1066
H  2.3822  -0.6419  1.7536  0.0467
H  0.2833  1.4048  -2.5508  0.0938
H  1.2993  1.3528  -0.8918  0.1016
H  -1.6173  0.3587  -1.5233  0.1235
H  -2.1249  0.6755  3.2980  0.1109


Record 3
A 9-piece molecular cluster, C40H77BFINO14Si overall. Source: the Open Molecules 2025 dataset; level of theory: ωB97M-V/def2-TZVPD.

Highest occupied orbital energy: -4.6 eV
Total charge: -1
E_LUMO: 0.0652 hartree

Last column: Löwdin charge in e.
Cartesian coordinates (Å):
C  3.0481  -2.9083  2.3866  -0.0842
C  2.5204  -1.8009  1.2711  -0.2177
O  1.0392  -1.6927  1.2557  -0.1911
C  0.4669  -2.2732  0.0290  -0.2403
O  0.6078  -3.5918  -0.1573  -0.0485
C  -0.3252  -1.3885  -1.1441  -0.0735
C  -0.9725  -0.0181  -0.5193  -0.2127
C  -2.5846  -0.0767  -0.2291  -0.1365
C  -3.0366  0.3565  1.2864  -0.5795
I  -1.8275  -0.5318  2.9396  0.8368
O  -4.2941  -0.4471  1.4496  -0.1473
B  -5.2897  0.3994  2.1358  -0.7778
C  -6.8634  -0.0669  2.0500  -0.1781
C  -7.0711  -1.1991  3.2632  -0.1074
F  -7.1346  -0.7952  0.7617  -0.1640
O  -4.9111  1.7648  1.6261  -0.0706
C  -3.4193  1.9279  1.6117  -0.3781
C  -3.0979  3.0926  0.5041  -0.0435
C  -1.6875  3.9358  0.8165  -0.2318
O  -0.5920  3.0221  0.4615  -0.3003
Si  0.9305  3.4643  1.2153  0.4668
C  2.1334  1.9396  0.9191  -0.2156
C  0.8637  3.7168  3.1221  -0.2120
C  1.6973  4.9302  0.2234  -0.1981
N  -3.1131  2.4016  3.0290  0.0995
C  -3.8755  3.4889  3.3779  -0.0525
O  -4.7324  4.5390  3.4420  -0.0297
H  2.4299  -2.7410  3.3745  0.0931
H  4.1786  -2.6811  2.5883  0.0774
H  2.8848  -3.9991  1.9673  0.0691
H  3.0438  -0.7705  1.5221  0.1114
H  2.8304  -2.1015  0.1624  0.1343
H  0.5434  -1.0369  -1.8840  0.1151
H  -1.0860  -2.0230  -1.7665  0.1292
H  -0.3321  0.3606  0.4126  0.0741
H  -0.8154  0.8287  -1.3464  0.1014
H  -2.9527  -1.2030  -0.3754  0.1390
H  -3.2181  0.5561  -1.0079  0.1213
H  -5.1236  0.5630  3.3105  0.0950
H  -7.6486  0.7934  2.1628  0.1309
H  -8.1111  -1.7554  3.1844  0.0672
H  -6.1507  -1.9562  3.1982  0.1006
H  -6.9480  -0.6287  4.2805  0.0792
H  -3.0160  2.6903  -0.6117  0.1244
H  -3.9688  3.8797  0.5034  0.1310
H  -1.6685  4.8084  0.0025  0.1247
H  -1.6533  4.3578  1.9073  0.1095
H  1.7097  1.0267  1.5558  0.0375
H  3.2350  2.1930  1.2216  0.0514
H  2.0208  1.6138  -0.2081  0.0491
H  0.9431  4.8611  3.3549  0.0466
H  -0.0340  3.2010  3.6678  0.0418
H  1.8554  3.2206  3.5612  0.0654
H  0.8813  5.5813  -0.3145  0.0429
H  2.3771  5.5633  0.9352  0.0457
H  2.3451  4.4373  -0.6467  0.0365
C  -1.5370  2.8948  7.2734  -0.0201
C  -1.2234  4.1519  6.5071  -0.4806
O  -0.2428  4.2213  5.7678  0.0231
C  -2.1560  5.3209  6.6802  -0.0251
H  -0.7795  2.1358  7.0510  0.0870
H  -1.5217  3.1004  8.3467  0.0808
H  -2.5153  2.5110  6.9732  0.0901
H  -2.1682  5.6346  7.7270  0.0809
H  -3.1618  5.0451  6.3536  0.0812
H  -1.8057  6.1583  6.0674  0.0845
C  0.9471  -6.5093  0.8272  -0.0231
C  1.8479  -7.6779  0.5290  -0.4901
O  2.9717  -7.7601  1.0220  0.0281
C  1.3203  -8.7423  -0.3956  -0.0286
H  1.4592  -5.8210  1.5080  0.0700
H  0.7118  -5.9763  -0.0974  0.0700
H  0.0306  -6.8599  1.3084  0.0934
H  1.1016  -8.3088  -1.3747  0.0826
H  0.4204  -9.1924  0.0311  0.0845
H  2.0780  -9.5234  -0.5195  0.0804
C  -3.1291  2.9666  -5.2959  -0.0293
C  -2.2476  2.2061  -4.3417  -0.4811
O  -2.7229  1.5682  -3.4036  0.0520
C  -0.7620  2.2562  -4.5796  -0.0285
H  -4.1764  2.8400  -5.0017  0.0854
H  -2.8823  4.0308  -5.2618  0.0834
H  -3.0011  2.5785  -6.3096  0.0813
H  -0.4097  3.2887  -4.5135  0.0732
H  -0.5286  1.8364  -5.5613  0.0822
H  -0.2517  1.6622  -3.8140  0.0757
C  2.6548  5.0561  -5.7930  -0.0216
C  2.7609  4.5238  -4.3890  -0.4889
O  2.1017  3.5521  -4.0228  0.0412
C  3.7050  5.2264  -3.4501  -0.0260
H  1.9369  4.4511  -6.3570  0.0822
H  2.3012  6.0900  -5.7727  0.0853
H  3.6276  4.9961  -6.2876  0.0853
H  3.3981  6.2679  -3.3254  0.0905
H  4.7244  5.1740  -3.8404  0.0845
H  3.6781  4.7336  -2.4725  0.0653
C  5.5024  2.2254  -3.7158  -0.0266
C  6.5280  2.6397  -2.6948  -0.4849
O  6.2047  3.2456  -1.6744  0.0469
C  7.9646  2.2841  -2.9706  -0.0281
H  4.5097  2.5483  -3.3845  0.0712
H  5.7219  2.6987  -4.6761  0.0933
H  5.4999  1.1374  -3.8194  0.0618
H  8.2938  2.7601  -3.8977  0.0836
H  8.0716  1.1987  -3.0410  0.0866
H  8.5920  2.6457  -2.1490  0.0823
C  4.2691  -6.3733  -3.2887  -0.0280
C  5.3174  -5.9208  -2.3078  -0.4913
O  6.1790  -5.1027  -2.6259  0.0394
C  5.2707  -6.5079  -0.9224  -0.0229
H  4.4263  -5.8670  -4.2470  0.0794
H  4.3484  -7.4520  -3.4459  0.0836
H  3.2749  -6.1151  -2.9155  0.0825
H  5.3946  -7.5925  -0.9741  0.0892
H  4.3211  -6.2556  -0.4438  0.0698
H  6.0870  -6.0900  -0.3235  0.0874
C  -8.6309  -4.4337  4.7906  -0.0275
C  -7.5826  -3.9811  5.7715  -0.4840
O  -6.7210  -3.1630  5.4534  0.0542
C  -7.6293  -4.5682  7.1569  -0.0354
H  -8.4737  -3.9273  3.8323  0.0701
H  -8.5516  -5.5123  4.6334  0.0822
H  -9.6251  -4.1754  5.1638  0.0844
H  -7.5054  -5.6529  7.1052  0.0803
H  -8.5789  -4.3159  7.6355  0.0805
H  -6.8130  -4.1504  7.7558  0.0825
C  2.4552  -0.8619  -6.6805  -0.0239
C  3.5035  -0.4094  -5.6996  -0.4785
O  4.3650  0.4087  -6.0177  0.0405
C  3.4568  -0.9965  -4.3142  -0.0091
H  2.6124  -0.3555  -7.6388  0.0829
H  2.5345  -1.9406  -6.8377  0.0858
H  1.4609  -0.6036  -6.3073  0.0820
H  3.5807  -2.0811  -4.3659  0.0886
H  2.5071  -0.7442  -3.8356  0.0811
H  4.2730  -0.5786  -3.7153  0.0699


Record 4
A 5-piece molecular cluster, C20H27N5 overall. Source: the Open Molecules 2025 dataset; level of theory: ωB97M-V/def2-TZVPD.

Highest occupied orbital energy (alpha / beta): 1.1 / -5.4 eV
Total charge: -1
E_LUMO (alpha / beta): 0.0975 / 0.0953 hartree
Spin multiplicity: 2

Last column: Löwdin spin population.
Cartesian coordinates (Å):
C  -0.4914  -2.9296  2.5348  0.1110
C  -0.0816  -4.2871  1.8864  0.0411
C  0.1025  -4.0763  0.3678  0.0194
C  -1.1530  -3.5359  -0.2524  0.0157
N  -2.1516  -3.1325  -0.6890  0.0098
H  -1.4988  -2.6670  2.2120  0.0223
H  0.1793  -2.1597  2.1532  0.0134
H  -0.4685  -2.9734  3.6237  0.0475
H  -0.8188  -5.0669  2.0774  0.0100
H  0.9055  -4.5385  2.2742  0.0112
H  0.2269  -5.0124  -0.1766  0.0063
H  0.9346  -3.4111  0.1371  0.0065
N  -1.5394  -3.2124  -5.8110  0.0010
C  -0.4649  -3.8600  -6.3435  0.0025
C  0.6241  -3.7101  -5.4431  0.0046
C  0.1789  -2.8315  -4.4452  0.0026
C  -1.1522  -2.5203  -4.7142  0.0043
H  -2.4563  -3.0815  -6.2139  0.0015
H  -0.4856  -4.2322  -7.3572  0.0004
H  1.6190  -4.0708  -5.6583  0.0009
H  0.7846  -2.4517  -3.6357  0.0010
H  -1.8691  -1.9720  -4.1212  0.0018
N  -0.3259  1.0546  -0.0764  0.0024
C  -0.1146  -0.0713  -0.8078  0.0079
C  0.9009  0.1596  -1.7198  0.0079
C  1.4005  1.4796  -1.4027  0.0097
C  0.5942  2.0076  -0.3460  0.0074
H  -1.0081  1.1699  0.6594  -0.0001
H  -0.7846  -0.9073  -0.6721  0.0012
H  1.3399  -0.4652  -2.4835  0.0009
H  2.2072  1.9729  -1.9245  0.0028
H  0.6741  2.9689  0.1397  0.0005
N  2.9800  5.1896  0.7318  0.0028
C  2.9806  3.9129  1.2776  0.0106
C  2.5654  4.0317  2.6532  0.0154
C  2.1690  5.3936  2.7991  0.0090
C  2.5417  6.0807  1.6435  0.0115
H  3.2815  5.4309  -0.2015  0.0060
H  3.3824  3.0708  0.7337  0.0034
H  2.4066  3.2330  3.3626  0.0117
H  1.6456  5.8117  3.6463  0.0032
H  2.3291  7.0879  1.3168  0.0027
N  -3.1112  1.1199  3.1859  0.0434
C  -3.1661  2.2657  2.3953  0.0916
C  -1.8648  2.6558  2.1722  0.0123
C  -1.0436  1.7163  2.8629  0.0234
C  -1.8215  0.7903  3.4306  0.1525
H  -3.8968  0.6976  3.6599  0.1181
H  -4.1035  2.6615  2.0334  0.0230
H  -1.5264  3.4504  1.5237  0.0052
H  0.0343  1.7781  2.8892  0.0115
H  -1.5901  -0.0147  4.1123  0.0672


Repeat the fourth record exactly.
A 5-piece molecular cluster, C20H27N5 overall. Source: the Open Molecules 2025 dataset; level of theory: ωB97M-V/def2-TZVPD.

Highest occupied orbital energy (alpha / beta): 1.1 / -5.4 eV
Total charge: -1
E_LUMO (alpha / beta): 0.0975 / 0.0953 hartree
Spin multiplicity: 2

Last column: Löwdin spin population.
Cartesian coordinates (Å):
C  -0.4914  -2.9296  2.5348  0.1110
C  -0.0816  -4.2871  1.8864  0.0411
C  0.1025  -4.0763  0.3678  0.0194
C  -1.1530  -3.5359  -0.2524  0.0157
N  -2.1516  -3.1325  -0.6890  0.0098
H  -1.4988  -2.6670  2.2120  0.0223
H  0.1793  -2.1597  2.1532  0.0134
H  -0.4685  -2.9734  3.6237  0.0475
H  -0.8188  -5.0669  2.0774  0.0100
H  0.9055  -4.5385  2.2742  0.0112
H  0.2269  -5.0124  -0.1766  0.0063
H  0.9346  -3.4111  0.1371  0.0065
N  -1.5394  -3.2124  -5.8110  0.0010
C  -0.4649  -3.8600  -6.3435  0.0025
C  0.6241  -3.7101  -5.4431  0.0046
C  0.1789  -2.8315  -4.4452  0.0026
C  -1.1522  -2.5203  -4.7142  0.0043
H  -2.4563  -3.0815  -6.2139  0.0015
H  -0.4856  -4.2322  -7.3572  0.0004
H  1.6190  -4.0708  -5.6583  0.0009
H  0.7846  -2.4517  -3.6357  0.0010
H  -1.8691  -1.9720  -4.1212  0.0018
N  -0.3259  1.0546  -0.0764  0.0024
C  -0.1146  -0.0713  -0.8078  0.0079
C  0.9009  0.1596  -1.7198  0.0079
C  1.4005  1.4796  -1.4027  0.0097
C  0.5942  2.0076  -0.3460  0.0074
H  -1.0081  1.1699  0.6594  -0.0001
H  -0.7846  -0.9073  -0.6721  0.0012
H  1.3399  -0.4652  -2.4835  0.0009
H  2.2072  1.9729  -1.9245  0.0028
H  0.6741  2.9689  0.1397  0.0005
N  2.9800  5.1896  0.7318  0.0028
C  2.9806  3.9129  1.2776  0.0106
C  2.5654  4.0317  2.6532  0.0154
C  2.1690  5.3936  2.7991  0.0090
C  2.5417  6.0807  1.6435  0.0115
H  3.2815  5.4309  -0.2015  0.0060
H  3.3824  3.0708  0.7337  0.0034
H  2.4066  3.2330  3.3626  0.0117
H  1.6456  5.8117  3.6463  0.0032
H  2.3291  7.0879  1.3168  0.0027
N  -3.1112  1.1199  3.1859  0.0434
C  -3.1661  2.2657  2.3953  0.0916
C  -1.8648  2.6558  2.1722  0.0123
C  -1.0436  1.7163  2.8629  0.0234
C  -1.8215  0.7903  3.4306  0.1525
H  -3.8968  0.6976  3.6599  0.1181
H  -4.1035  2.6615  2.0334  0.0230
H  -1.5264  3.4504  1.5237  0.0052
H  0.0343  1.7781  2.8892  0.0115
H  -1.5901  -0.0147  4.1123  0.0672


Number 3 is which compound? C40H77BFINO14Si


What is the total charge in the third record? -1


What did the second record say?
An isolated ion of composition C8H7N2O2 and charge -1. Source: the Open Molecules 2025 dataset; level of theory: ωB97M-V/def2-TZVPD.

Highest occupied orbital energy (alpha / beta): -3.7 / -3.8 eV
Total charge: -1
E_LUMO (alpha / beta): 0.1096 / 0.1168 hartree
Relative energy (zero: lowest compared OMol25 entry of this formula, charge and spin): 87.7 kcal/mol

Last column: Löwdin charge in e.
Cartesian coordinates (Å):
C  -0.2397  0.1551  2.6868  -0.0538
C  0.3323  0.0092  1.3704  -0.2547
C  -0.8293  0.3384  0.5355  -0.3100
C  0.1144  -1.4231  -2.7373  -0.7800
C  1.6814  -0.1066  1.0648  0.0142
C  0.5018  0.9238  -1.5951  -0.0941
C  -0.7648  0.3365  -0.8900  -0.1537
C  0.3494  -0.5659  -1.4968  -0.0510
N  -1.8521  0.5719  1.2005  0.0789
N  -1.5770  0.4001  2.5334  -0.0247
O  0.4580  -2.5828  -2.7036  -0.0200
O  -0.4144  -0.6939  -3.5845  -0.0293
H  0.2096  0.0105  3.6432  0.0950
H  1.8078  -0.5232  -0.1129  0.1066
H  2.3822  -0.6419  1.7536  0.0467
H  0.2833  1.4048  -2.5508  0.0938
H  1.2993  1.3528  -0.8918  0.1016
H  -1.6173  0.3587  -1.5233  0.1235
H  -2.1249  0.6755  3.2980  0.1109